No. 1
Molecular formula: C31H47Cl2IN5O3P2RbS2
Method: DFT, wB97M-V/def2-TZVPD

The geometry in XYZ format:
```
94
Properties=species:S:1:pos:R:3:forces:R:3:mulliken_charge:R:1
Rb -0.28056 0.44504 -1.16396 0.0 -0.1 0.0 0.71
Cl 3.08572 4.68185 0.57856 0.0 0.0 0.0 -0.26
C 1.81338 3.42314 0.58469 0.1 0.0 -0.1 3.47
Cl 0.64329 3.67595 -0.71495 0.0 0.1 0.0 -0.11
H 1.29175 3.45239 1.52906 0.1 0.0 -0.1 -1.55
H 2.27182 2.45426 0.45920 0.0 -0.1 0.0 -1.10
S -1.10041 -1.54371 -3.92348 0.0 0.0 0.1 -0.09
C -2.64033 -2.30366 -3.64465 0.0 0.1 0.1 -0.19
C -2.96410 -3.43412 -4.41037 0.0 0.0 0.0 -0.70
C -4.15171 -4.14122 -4.27475 0.0 -0.1 -0.1 0.66
C -4.39857 -5.28686 -5.10538 0.0 0.1 0.1 -0.05
N -4.57776 -6.20599 -5.77717 0.0 0.0 0.0 -0.64
C -5.08422 -3.71278 -3.31657 -0.2 -0.2 0.0 0.61
C -4.78710 -2.59945 -2.54517 -0.1 0.1 0.1 -0.85
C -3.60167 -1.85994 -2.66697 0.1 0.0 0.0 -0.25
S -3.39479 -0.48264 -1.61967 0.0 -0.1 0.0 -0.32
C -6.32881 -4.40448 -3.12201 0.2 0.1 -0.1 -0.07
N -7.33255 -4.94777 -2.96241 0.0 0.0 0.0 -0.65
H -2.24279 -3.76266 -5.14689 0.0 0.0 0.0 0.41
H -5.50655 -2.26952 -1.80676 0.0 0.0 0.0 0.43
C -0.60486 -3.35789 -1.06885 0.1 0.1 0.2 -0.55
C 0.70584 -2.71599 -1.10794 -0.1 0.0 -0.1 0.23
N 1.73288 -2.20071 -1.15074 0.0 -0.1 0.0 -0.32
H -0.85200 -3.70720 -2.06567 0.0 -0.1 -0.1 0.33
H -1.37110 -2.63150 -0.78288 0.0 0.0 0.0 -0.11
H -0.58467 -4.17843 -0.35254 0.0 0.0 0.0 0.42
I -3.33655 0.52723 -6.44014 0.0 0.0 0.0 0.09
C -1.73439 1.53278 -5.57817 0.0 0.0 0.0 -0.18
C -0.69509 2.01848 -6.34439 0.1 0.0 0.1 -0.17
C 0.36968 2.63468 -5.69148 -0.1 -0.1 -0.1 -0.95
C 0.32940 2.74154 -4.31381 0.0 0.0 0.1 -0.09
N -0.68074 2.27931 -3.57566 -0.1 0.0 -0.1 -0.25
C -1.69238 1.66972 -4.19336 0.1 0.0 0.0 -0.20
H -0.70236 1.90663 -7.42067 0.0 0.0 0.0 0.38
H 1.21877 3.01548 -6.24462 0.0 0.0 0.0 0.40
H 1.14721 3.20193 -3.76837 0.0 0.0 0.0 0.46
H -2.47105 1.24836 -3.56513 0.0 0.0 0.0 0.36
C 2.76611 -0.69318 -4.03965 0.0 0.0 0.0 -0.44
O 3.70088 -0.07361 -3.14002 0.0 0.0 -0.1 -0.54
P 3.10628 1.10948 -2.18429 -0.2 -0.1 0.1 0.90
O 3.69984 2.45182 -2.88706 0.1 0.1 0.0 -0.32
C 5.10310 2.65460 -3.03430 -0.1 0.0 0.0 -0.79
O 4.17419 1.01841 -0.96618 0.0 0.0 0.0 -0.51
C 3.87783 0.10235 0.11166 0.1 0.0 -0.1 -0.44
H 3.17850 -1.66300 -4.31032 0.0 0.0 0.0 0.25
H 2.63695 -0.08771 -4.94020 0.0 0.0 0.0 0.27
H 1.79281 -0.85359 -3.57242 0.0 0.0 0.0 0.13
H 5.23362 3.54328 -3.65120 0.0 0.0 0.0 0.22
H 5.57017 1.79715 -3.52359 0.0 0.0 0.0 0.33
H 5.56958 2.81201 -2.06146 0.0 0.0 0.0 0.25
H 4.58515 0.33529 0.90542 0.0 0.0 0.0 0.22
H 4.01087 -0.92624 -0.22197 0.0 0.0 0.0 0.43
H 2.85941 0.23276 0.49080 -0.1 0.0 0.0 0.11
C 0.30704 -2.29613 2.37539 -0.1 0.1 0.0 -1.78
C -0.59105 -1.28788 3.11790 0.0 0.0 -0.1 2.64
C -0.85083 -1.80271 4.53612 0.0 0.0 0.0 -2.07
C -1.92325 -1.28897 2.34711 0.0 -0.1 0.1 -2.26
P 0.22224 0.44289 2.89469 0.1 0.0 -0.1 -0.55
N 0.78828 0.65738 1.49207 0.0 0.2 0.0 -0.06
C -1.14238 1.71461 3.38696 0.0 0.0 -0.1 2.47
C -2.03936 1.38163 4.58079 0.0 0.0 0.1 -2.01
C -2.00824 1.91508 2.13298 -0.1 -0.1 -0.1 -1.64
C -0.51235 3.09398 3.64578 0.1 -0.1 0.0 -2.42
C 1.57096 0.56981 4.27704 0.0 -0.1 0.0 2.35
C 1.12840 0.73680 5.73119 0.0 0.0 0.0 -2.02
C 2.45001 -0.68580 4.19335 0.0 0.0 0.0 -2.05
C 2.49848 1.73021 3.88418 -0.1 0.0 0.0 -1.42
H -0.26494 -3.21163 2.18298 0.0 0.0 0.0 0.60
H 1.19278 -2.57807 2.93962 0.0 0.0 0.0 0.19
H 0.63895 -1.86751 1.42658 0.0 0.0 0.1 0.28
H -1.36630 -2.76910 4.47303 0.0 0.0 0.0 0.53
H -1.48327 -1.13493 5.11995 0.0 0.0 0.0 0.25
H 0.07318 -1.96880 5.09362 -0.1 0.0 0.0 0.29
H -2.29038 -2.31830 2.27430 0.0 0.0 0.0 0.66
H -1.80711 -0.91297 1.32905 0.0 0.0 0.0 0.36
H -2.70568 -0.70432 2.83243 0.1 -0.1 0.0 0.23
H -2.65817 0.50109 4.40970 0.0 0.1 0.0 0.30
H -2.72056 2.22374 4.75729 0.0 0.0 0.0 0.52
H -1.46899 1.22472 5.49855 -0.1 0.0 0.0 0.24
H -2.59263 1.03665 1.85691 0.1 0.2 0.0 0.31
H -1.36577 2.17537 1.28885 0.0 0.0 0.0 0.11
H -2.70716 2.74050 2.30702 0.0 0.0 0.0 0.48
H 0.04037 3.14866 4.58360 0.0 0.0 0.0 0.29
H -1.31345 3.83971 3.69508 0.0 0.0 0.0 0.62
H 0.15319 3.38441 2.82930 -0.2 -0.1 0.2 0.10
H 0.47532 -0.07173 6.06378 0.0 0.0 0.0 0.23
H 0.61144 1.67896 5.90788 0.0 0.0 0.0 0.28
H 2.01475 0.72957 6.37895 0.0 0.0 0.0 0.53
H 1.96289 -1.57188 4.60143 0.0 0.0 0.0 0.30
H 3.36466 -0.51950 4.77501 0.0 0.0 0.0 0.63
H 2.73245 -0.88587 3.15803 0.0 0.0 0.0 0.21
H 2.05291 2.71090 4.04572 0.0 0.0 0.0 0.28
H 2.76075 1.63585 2.82979 0.0 0.0 0.0 0.05
H 3.41491 1.68147 4.48483 0.0 0.0 0.0 0.53
```
Positions in Å, forces in eV/Å.

Summary:
total energy	-4430.3201	a.u.
spin multiplicity	1
charge	-2
LUMO level	0.131	hartree
energy relative to the best compared isomer or geometry (same formula, charge and spin)	0.0	kcal per mole
Kohn-Sham gap	0.189	hartree



No. 2
Molecular formula: C31H47Cl2NO4OsP2SSi
Method: DFT, wB97M-V/def2-TZVPD

The geometry in XYZ format:
```
90
Properties=species:S:1:pos:R:3:forces:R:3:lowdin_spin:R:1
Os 0.22290 -0.88568 -0.43184 -0.1 -0.1 0.3 1.98
Cl 4.49436 -2.77789 1.75158 0.0 0.1 0.0 0.07
C 4.08780 -1.13620 1.61887 0.1 -0.1 0.1 0.17
C 4.91946 -0.14677 2.10453 0.1 -0.1 0.1 -0.01
C 4.58564 1.19281 1.97645 0.1 0.1 0.0 0.22
Cl 5.65451 2.37072 2.57057 -0.1 -0.1 0.0 0.10
C 3.36026 1.60508 1.34921 -0.2 0.0 -0.1 0.02
C 2.96852 2.94324 1.17220 0.0 0.0 0.0 0.03
C 1.77856 3.20539 0.53804 0.0 0.0 0.0 0.01
C 0.97895 2.14892 0.10003 0.0 0.0 0.0 0.03
N 1.32877 0.88014 0.26533 0.0 -0.1 0.0 0.04
C 2.50748 0.60699 0.86696 0.0 0.2 0.0 0.05
C 2.85478 -0.80276 0.96615 -0.1 0.0 -0.1 0.14
O 2.09121 -1.67125 0.48124 0.2 -0.1 -0.1 0.28
H 5.85197 -0.41562 2.58346 0.0 0.0 0.0 0.00
H 3.59922 3.74855 1.52335 0.0 0.0 0.0 0.00
H 1.44524 4.22051 0.37201 0.0 0.0 0.0 0.00
H 0.04132 2.32531 -0.40805 0.0 0.0 0.0 0.01
C 3.72835 1.51320 -2.49644 0.0 0.0 0.1 0.00
C 3.40741 0.13128 -3.05040 0.0 0.0 -0.1 0.00
C 4.24523 -0.93970 -2.37045 0.0 0.0 0.0 0.00
C 3.62385 0.09659 -4.55653 0.0 0.0 0.0 0.00
O 2.01218 -0.18440 -2.74257 0.2 0.0 0.1 0.05
Si 0.67047 0.27200 -3.55210 -0.1 0.1 0.0 0.07
S -0.91155 0.15883 -2.03490 0.0 0.1 -0.1 0.48
O 0.18030 -0.81080 -4.61354 0.0 0.1 -0.1 0.02
C 0.08318 -1.36354 -5.95731 0.0 0.0 0.0 0.00
C 0.82057 -0.48394 -6.94958 0.0 -0.1 0.0 0.00
C 0.70130 -2.75109 -5.89336 0.0 0.0 0.0 0.00
C -1.39759 -1.44233 -6.29437 0.0 0.0 0.0 0.00
O 0.84791 1.81988 -3.93945 0.1 -0.1 -0.2 0.02
C 0.09374 2.93898 -4.46919 -0.1 0.1 0.0 0.00
C 0.01589 3.96267 -3.34553 0.0 0.0 0.0 0.00
C 0.88637 3.49311 -5.64357 -0.1 0.1 0.1 0.00
C -1.29863 2.49056 -4.88160 0.0 0.0 0.0 0.00
H 4.78962 1.73190 -2.62832 0.0 0.0 0.0 0.00
H 3.50262 1.55368 -1.42565 0.0 0.0 -0.1 0.00
H 3.14608 2.27927 -3.00580 0.0 0.0 0.0 0.00
H 5.27029 -0.91129 -2.74138 0.0 0.0 0.0 0.00
H 3.83152 -1.92964 -2.56945 0.0 0.0 0.0 0.00
H 4.28062 -0.78317 -1.29031 0.0 0.0 0.0 0.00
H 4.66370 0.32751 -4.79272 0.0 0.0 0.0 0.00
H 2.99851 0.84351 -5.04983 0.0 0.0 0.0 0.00
H 3.39487 -0.89218 -4.95872 0.0 0.0 0.0 0.00
H 1.88495 -0.43256 -6.72401 0.0 0.0 0.0 0.00
H 0.40458 0.52080 -6.95830 0.0 0.1 0.0 0.00
H 0.70940 -0.89806 -7.95319 0.0 0.0 0.0 0.00
H 1.73584 -2.69454 -5.55328 0.0 0.0 0.0 0.00
H 0.69047 -3.21270 -6.88144 0.0 0.0 0.0 0.00
H 0.14002 -3.39628 -5.21229 0.1 0.0 -0.1 0.00
H -1.83383 -0.44612 -6.37775 0.0 0.0 0.0 0.00
H -1.93714 -1.99462 -5.52452 0.0 0.0 0.0 0.00
H -1.53859 -1.95734 -7.24541 0.0 0.0 0.0 0.00
H 1.02025 4.25404 -3.03065 0.0 0.0 0.0 0.00
H -0.52160 3.54116 -2.49198 0.0 0.0 0.0 0.00
H -0.51611 4.85597 -3.67396 0.0 0.0 0.0 0.00
H 1.90233 3.74067 -5.33167 0.0 0.0 0.0 0.00
H 0.41252 4.40238 -6.01751 0.0 0.0 0.0 0.00
H 0.93836 2.77809 -6.46257 0.0 -0.1 0.0 0.00
H -1.86125 2.10864 -4.02465 0.0 0.0 -0.1 0.00
H -1.24855 1.71522 -5.64563 0.0 0.0 0.0 0.00
H -1.85303 3.33274 -5.29735 0.0 0.0 0.0 0.00
C 0.16454 -1.84329 3.05628 0.0 0.1 0.1 0.03
P -0.93566 -1.45082 1.65920 0.0 -0.2 0.0 0.10
C -2.12271 -0.26359 2.34344 0.0 0.1 -0.1 0.02
C -1.83403 -3.00434 1.37796 0.0 0.0 0.0 0.01
C -2.71411 -3.51872 2.32709 0.0 0.0 0.0 0.00
C -3.31905 -4.74860 2.12364 0.0 0.0 0.0 0.00
C -3.03926 -5.48064 0.97671 0.0 0.0 0.0 0.00
C -2.16900 -4.97335 0.02602 0.0 -0.1 0.0 0.00
C -1.56822 -3.73160 0.21609 0.0 0.0 0.0 0.00
P -0.50184 -3.02080 -1.06808 0.0 0.1 0.0 0.03
C -1.45748 -3.13772 -2.59813 0.0 -0.1 0.1 0.01
C 0.89400 -4.15533 -1.28044 0.0 0.0 0.0 0.00
H -0.41734 -2.22571 3.89613 0.0 0.0 0.0 0.01
H 0.69367 -0.94373 3.37796 0.0 0.0 0.0 0.00
H 0.89021 -2.59679 2.75395 0.0 0.0 0.0 0.00
H -2.57190 -0.64040 3.26238 0.0 0.0 0.0 0.00
H -2.90852 -0.05482 1.61794 0.0 0.0 0.0 0.00
H -1.59954 0.66665 2.56940 0.0 0.0 0.0 0.00
H -2.93459 -2.96437 3.23210 0.0 0.0 0.0 0.00
H -4.00771 -5.13927 2.86149 0.0 0.0 0.0 0.00
H -3.50548 -6.44497 0.82183 0.0 0.0 0.0 0.00
H -1.96898 -5.55078 -0.87001 0.0 0.0 0.0 0.00
H -2.41088 -2.62724 -2.46540 0.0 0.0 0.0 0.00
H -1.63549 -4.18307 -2.85609 0.0 0.0 0.0 0.00
H -0.90188 -2.64644 -3.39448 0.0 0.0 0.0 0.00
H 0.53849 -5.16868 -1.46977 0.0 0.0 0.0 0.00
H 1.51873 -4.15204 -0.38780 0.0 0.0 0.0 0.00
H 1.49005 -3.81933 -2.13057 0.0 0.0 0.0 0.00
```
Positions in Å, forces in eV/Å.

Summary:
total energy	-3946.3583	a.u.
spin multiplicity	5
charge	+2
LUMO level (alpha / beta)	-0.231 / -0.308	hartree
energy relative to the best compared isomer or geometry (same formula, charge and spin)	0.0	kcal per mole
Kohn-Sham gap (alpha / beta)	0.223 / 0.222	hartree